C67H57NO15PS2 | ωB97M-V with the def2-TZVPD basis set

Each line ends with the Löwdin charge.
Cartesian coordinates (Å):
C: 0.174 1.497 -1.207  -0.11
C: 1.010 0.308 -0.744  -0.25
C: 0.371 -0.510 0.396  -0.21
C: 1.277 -0.374 1.616  -0.26
S: 0.528 -0.729 3.189  0.50
O: 1.268 -0.006 4.197  -0.35
O: -0.861 -0.339 3.079  -0.36
N: 0.552 -2.319 3.424  -0.32
S: 1.929 -3.084 3.149  0.49
O: 1.736 -4.134 2.169  -0.36
O: 3.074 -2.235 2.914  -0.35
C: 2.221 -3.904 4.708  -0.24
C: 2.959 -2.980 5.682  -0.24
C: 4.304 -3.559 6.194  -0.20
P: 5.524 -2.251 6.290  0.49
O: 5.975 -1.780 4.977  -0.25
O: 6.721 -2.809 7.205  -0.20
C: 7.971 -3.096 6.546  -0.28
C: 8.823 -1.861 6.379  -0.08
O: 4.817 -1.166 7.203  -0.19
C: 5.166 0.221 6.991  -0.25
C: 5.562 0.848 8.314  -0.07
H: 0.153 2.264 -0.434  0.07
H: -0.854 1.209 -1.412  0.07
H: 0.627 1.949 -2.087  0.06
H: 1.956 0.699 -0.376  0.09
H: 1.230 -0.335 -1.595  0.09
H: 0.359 -1.563 0.123  0.10
H: -0.643 -0.180 0.595  0.10
H: 1.655 0.642 1.708  0.10
H: 2.134 -1.021 1.478  0.07
H: 1.232 -4.121 5.101  0.09
H: 2.750 -4.826 4.494  0.09
H: 3.143 -2.025 5.197  0.08
H: 2.334 -2.771 6.544  0.11
H: 4.701 -4.299 5.505  0.10
H: 4.150 -4.013 7.171  0.10
H: 8.483 -3.802 7.195  0.11
H: 7.787 -3.592 5.597  0.11
H: 9.833 -2.160 6.104  0.08
H: 8.435 -1.242 5.575  0.06
H: 8.847 -1.277 7.294  0.08
H: 4.273 0.704 6.606  0.13
H: 5.985 0.322 6.289  0.11
H: 4.768 0.777 9.048  0.07
H: 6.473 0.371 8.670  0.07
H: 5.819 1.887 8.116  0.08
C: -5.405 5.527 -1.520  -0.06
C: -6.748 5.464 -1.161  -0.07
C: -7.133 4.766 -0.030  -0.01
C: -6.178 4.118 0.744  -0.08
C: -4.834 4.166 0.374  -0.08
C: -4.451 4.880 -0.754  -0.01
C: -3.791 3.442 1.163  -0.28
O: -2.626 3.499 0.835  0.11
C: -4.234 2.653 2.345  -0.08
C: -3.295 1.923 3.062  0.01
C: -3.689 1.191 4.169  -0.04
C: -5.020 1.193 4.569  -0.06
C: -5.964 1.915 3.857  -0.01
C: -5.579 2.641 2.738  -0.09
C: -6.612 3.380 1.967  -0.28
O: -7.778 3.387 2.310  0.09
H: -5.106 6.076 -2.403  0.10
H: -7.496 5.957 -1.770  0.11
H: -8.174 4.711 0.257  0.12
H: -3.405 4.916 -1.026  0.12
H: -2.259 1.914 2.754  0.12
H: -2.950 0.617 4.711  0.11
H: -5.323 0.622 5.437  0.10
H: -7.002 1.915 4.158  0.12
C: -14.571 2.520 -5.136  -0.06
C: -14.132 3.835 -5.032  -0.06
C: -12.812 4.105 -4.717  0.00
C: -11.925 3.059 -4.496  -0.08
C: -12.369 1.739 -4.583  -0.08
C: -13.692 1.474 -4.912  0.00
C: -11.447 0.598 -4.312  -0.28
O: -11.836 -0.548 -4.396  0.10
C: -10.043 0.912 -3.929  -0.08
C: -9.177 -0.130 -3.620  0.00
C: -7.865 0.142 -3.272  -0.05
C: -7.409 1.455 -3.239  -0.05
C: -8.268 2.497 -3.544  0.00
C: -9.588 2.232 -3.882  -0.08
C: -10.502 3.371 -4.173  -0.28
O: -10.108 4.518 -4.147  0.10
H: -15.602 2.311 -5.390  0.11
H: -14.823 4.651 -5.199  0.11
H: -12.460 5.124 -4.639  0.12
H: -14.024 0.448 -4.986  0.12
H: -9.539 -1.148 -3.651  0.12
H: -7.194 -0.669 -3.025  0.11
H: -6.382 1.666 -2.969  0.11
H: -7.917 3.519 -3.514  0.11
C: 7.823 3.830 -3.760  -0.07
C: 6.464 4.050 -3.565  -0.07
C: 5.819 3.489 -2.476  0.00
C: 6.529 2.698 -1.584  -0.08
C: 7.890 2.462 -1.789  -0.08
C: 8.534 3.038 -2.876  -0.01
C: 8.668 1.582 -0.864  -0.28
O: 9.854 1.389 -1.046  0.09
C: 7.945 0.948 0.271  -0.09
C: 8.625 0.080 1.117  -0.01
C: 7.962 -0.512 2.179  -0.05
C: 6.618 -0.238 2.412  -0.03
C: 5.936 0.626 1.573  0.02
C: 6.593 1.216 0.499  -0.08
C: 5.824 2.115 -0.407  -0.28
O: 4.658 2.347 -0.181  0.11
H: 8.327 4.276 -4.608  0.10
H: 5.908 4.662 -4.263  0.10
H: 4.763 3.657 -2.311  0.12
H: 9.590 2.858 -3.022  0.12
H: 9.670 -0.130 0.932  0.11
H: 8.493 -1.195 2.830  0.10
H: 6.099 -0.702 3.242  0.07
H: 4.890 0.840 1.742  0.12
C: 1.219 -6.187 -1.492  -0.04
C: 0.809 -4.878 -1.267  -0.03
C: 0.906 -3.940 -2.281  0.01
C: 1.424 -4.300 -3.518  -0.08
C: 1.851 -5.614 -3.737  -0.09
C: 1.736 -6.556 -2.722  -0.01
C: 2.445 -6.021 -5.038  -0.28
O: 2.809 -7.162 -5.240  0.10
C: 2.589 -4.980 -6.098  -0.08
C: 3.187 -5.321 -7.304  -0.01
C: 3.319 -4.372 -8.303  -0.07
C: 2.848 -3.078 -8.103  -0.06
C: 2.255 -2.732 -6.902  -0.01
C: 2.129 -3.678 -5.893  -0.08
C: 1.511 -3.276 -4.594  -0.28
O: 1.095 -2.149 -4.432  0.11
H: 1.141 -6.918 -0.699  0.11
H: 0.424 -4.588 -0.298  0.11
H: 0.587 -2.921 -2.109  0.11
H: 2.063 -7.570 -2.902  0.12
H: 3.547 -6.329 -7.450  0.12
H: 3.790 -4.638 -9.240  0.10
H: 2.948 -2.339 -8.887  0.10
H: 1.889 -1.729 -6.735  0.12

Properties
Relative energy (zero: lowest compared OMol25 entry of this formula, charge and spin): 0.0 kJ/mol
Calculated total energy: -4908.70449 hartree
Total charge: -1
Kohn-Sham gap: 6.1 eV
Highest occupied orbital energy: -0.220 hartree

***

C4H7NO2Si | ωB97M-V with the def2-TZVPD basis set

Each line ends with the natural charge from an NBO analysis.
Cartesian coordinates (Å):
C: 1.294 -2.344 -0.696  -0.16
C: 0.625 -1.383 -0.533  -0.08
C: -1.561 -0.710 -0.981  0.77
C: -0.254 -0.305 -0.288  -0.44
N: 0.557 1.096 -1.434  -0.82
O: -2.030 0.177 -1.870  -0.69
O: -2.154 -1.727 -0.740  -0.54
Si: -0.817 -0.142 1.485  0.86
H: 1.924 -3.196 -0.752  0.24
H: 1.308 1.312 -0.813  0.37
H: -1.442 0.897 -2.207  0.53
H: 0.763 0.566 -2.250  0.36
H: 0.266 -0.663 2.332  -0.15
H: -1.941 -0.992 1.911  -0.12
H: -1.585 1.073 1.955  -0.12

Properties
Relative energy (zero: lowest compared OMol25 entry of this formula, charge and spin): 292.0 kJ/mol
Calculated total energy: -651.17479 hartree
Total charge: 0
Kohn-Sham gap: 9.7 eV
Highest occupied orbital energy: -0.372 hartree

***

C4H6O4S | ωB97M-V with the def2-TZVPD basis set

Each line ends with the natural charge from an NBO analysis.
Cartesian coordinates (Å):
C: 1.383 0.537 0.388  -0.19
C: 0.818 1.129 -0.646  -0.45
C: 0.759 -0.709 0.927  0.10
C: -1.131 -0.411 0.459  -0.18
O: -1.703 1.230 -1.540  -0.94
O: -0.309 -0.774 -2.047  -0.95
O: 1.101 -1.871 0.297  -0.69
O: -1.755 0.523 1.226  -0.70
S: -0.695 0.282 -1.141  2.10
H: 2.302 0.879 0.846  0.23
H: 1.160 1.991 -1.183  0.25
H: 0.807 -0.836 2.005  0.21
H: -1.582 -1.397 0.432  0.21
H: 0.964 -1.779 -0.663  0.50
H: -2.120 1.205 0.639  0.50

Properties
Relative energy (zero: lowest compared OMol25 entry of this formula, charge and spin): 56.0 kJ/mol
Calculated total energy: -855.07188 hartree
Total charge: 0
Kohn-Sham gap: 9.8 eV
Highest occupied orbital energy: -0.350 hartree

***

C26H46Br2ClFN4O10PS | ωB97M-V with the def2-TZVPD basis set

Each line ends with the Löwdin charge.
Cartesian coordinates (Å):
C: 3.981 2.560 4.042  -0.06
C: 2.674 3.305 4.120  -0.27
O: 2.060 3.399 2.840  -0.15
C: 0.971 4.280 2.900  -0.21
C: 0.075 4.057 1.717  -0.15
O: -0.443 2.723 1.785  -0.17
C: -1.588 2.565 1.012  -0.16
C: -2.034 1.181 0.435  -0.46
O: -3.208 1.535 -0.190  -0.05
C: -2.157 0.159 1.631  -0.46
Br: -4.000 -0.309 2.126  0.94
C: -1.066 -0.947 1.564  -0.28
C: -1.462 -2.399 1.208  -0.14
C: -2.589 -3.179 1.886  -0.19
C: -2.405 -3.689 3.292  -0.20
F: -3.456 -4.570 3.514  -0.04
C: -0.458 -1.027 2.981  -0.53
Cl: 0.031 0.505 3.779  0.80
C: 0.665 -2.087 3.161  -0.24
C: 1.722 -1.826 4.219  -0.13
C: -0.186 -0.404 0.319  -0.26
C: 0.636 -1.442 -0.424  -0.09
C: 1.416 -1.108 -1.702  -0.16
C: 2.458 -0.001 -1.760  -0.18
C: 3.899 -0.567 -1.680  -0.17
N: 4.005 -1.736 -0.788  0.05
C: 4.592 -2.898 -1.307  -0.51
C: 4.288 -3.339 -2.713  0.00
O: 5.323 -3.574 -0.601  0.06
O: 0.712 0.543 0.904  0.02
C: 1.924 0.259 1.205  -0.32
N: 3.025 -0.095 1.480  0.26
N: -1.165 0.391 -0.505  -0.08
C: -1.979 -0.443 -1.489  -0.14
C: -3.375 -0.994 -1.186  -0.70
O: -3.713 -1.920 -0.514  0.03
Br: -4.738 -0.135 -2.305  0.88
P: -0.517 1.640 -1.752  0.91
N: 0.544 2.676 -1.310  -0.18
H: 4.820 3.207 3.827  0.08
H: 3.956 1.787 3.291  0.05
H: 4.173 2.075 4.992  0.08
H: 1.999 2.774 4.785  0.10
H: 2.874 4.307 4.493  0.12
H: 0.404 4.133 3.816  0.13
H: 1.346 5.301 2.824  0.14
H: 0.672 4.168 0.818  0.12
H: -0.746 4.766 1.730  0.14
H: -1.565 3.275 0.188  0.12
H: -2.444 2.876 1.612  0.16
H: -3.905 1.631 0.470  0.08
H: -2.029 0.827 2.461  0.03
H: -1.747 -2.413 0.167  0.08
H: -0.593 -3.040 1.199  0.12
H: -3.577 -2.778 1.758  0.03
H: -2.648 -4.096 1.303  0.13
H: -2.517 -2.933 4.060  0.11
H: -1.506 -4.277 3.424  0.12
H: -1.276 -1.348 3.607  0.08
H: 0.231 -3.047 3.398  0.09
H: 1.197 -2.243 2.231  0.09
H: 2.307 -2.737 4.298  0.08
H: 2.428 -1.062 3.939  0.05
H: 1.317 -1.658 5.205  0.07
H: 1.190 -2.043 0.279  0.12
H: -0.042 -2.202 -0.797  0.11
H: 0.705 -0.993 -2.516  0.09
H: 1.918 -2.029 -1.963  0.09
H: 2.385 0.800 -1.042  0.07
H: 2.403 0.482 -2.730  0.11
H: 4.523 0.225 -1.292  0.12
H: 4.242 -0.766 -2.685  0.10
H: 4.587 -1.488 -0.001  0.11
H: 3.238 -3.313 -2.972  0.07
H: 4.802 -2.675 -3.400  0.08
H: 4.718 -4.313 -2.860  0.09
H: -1.385 -1.280 -1.827  0.13
H: -2.129 0.112 -2.408  0.02
H: -0.113 0.907 -2.882  0.04
H: -1.718 2.244 -2.159  0.06
H: 0.832 2.547 -0.343  -0.01
C: -3.333 0.945 -7.502  -0.14
C: -4.359 1.608 -6.609  -0.14
O: -4.217 0.926 -5.347  -0.23
S: -2.696 0.503 -5.137  0.55
O: -2.045 1.464 -4.310  -0.29
O: -2.636 -0.876 -4.810  -0.23
O: -2.207 0.714 -6.635  -0.17
H: -3.684 -0.019 -7.874  0.14
H: -3.036 1.571 -8.337  0.14
H: -5.373 1.501 -6.978  0.14
H: -4.135 2.665 -6.455  0.14

Properties
Calculated total energy: -8436.90432 hartree
Total charge: +1
Kohn-Sham gap: 8.5 eV
Highest occupied orbital energy: -0.425 hartree

***

C4H8O2 | ωB97M-V with the def2-TZVPD basis set

Each line ends with the natural charge from an NBO analysis.
Cartesian coordinates (Å):
O: -0.952 1.067 -1.062  -0.75
C: -0.190 -0.126 -1.047  0.05
C: 1.110 0.119 -0.288  -0.46
C: 0.611 0.403 1.141  -0.09
O: -0.849 0.255 1.102  -0.57
C: -1.075 -0.863 -0.064  -0.10
H: -1.080 1.103 -0.012  0.48
H: -0.007 -0.559 -2.047  0.20
H: 1.614 0.973 -0.743  0.23
H: 1.777 -0.748 -0.310  0.21
H: 0.950 1.399 1.483  0.20
H: 0.981 -0.318 1.874  0.18
H: -0.815 -1.732 0.521  0.19
H: -2.077 -0.974 -0.549  0.23

Properties
Relative energy (zero: lowest compared OMol25 entry of this formula, charge and spin): 269.4 kJ/mol
Calculated total energy: -307.60983 hartree
Total charge: 0
Kohn-Sham gap: 10.7 eV
SMILES string: O[C@H]1CCOC1
Highest occupied orbital energy: -0.358 hartree

***

C4H9NO2 | ωB97M-V with the def2-TZVPD basis set

Each line ends with the natural charge from an NBO analysis.
Cartesian coordinates (Å):
C: 0.523 -1.499 0.142  -0.64
C: -0.415 -0.468 -0.494  -0.16
C: -0.593 -0.736 -1.972  0.44
O: 0.332 -0.593 -2.722  -0.51
N: -0.191 0.911 -0.174  -0.63
C: 0.202 1.191 1.208  0.10
O: 0.125 2.561 1.452  -0.71
H: 0.613 -2.479 -0.349  0.23
H: 0.162 -1.757 1.141  0.21
H: 1.553 -1.152 0.242  0.22
H: -1.351 -0.685 0.085  0.18
H: -1.578 -0.958 -2.454  0.13
H: 0.545 1.382 -0.696  0.37
H: 1.237 0.892 1.420  0.15
H: -0.393 0.531 1.861  0.14
H: -0.772 2.861 1.310  0.47

Properties
Relative energy (zero: lowest compared OMol25 entry of this formula, charge and spin): 224.8 kJ/mol
Calculated total energy: -362.99990 hartree
Total charge: 0
Kohn-Sham gap: 10.2 eV
SMILES string: C[C@H](C=O)NCO
Highest occupied orbital energy: -0.345 hartree

***

- Kohn-Sham gap of number 3 (C4H6O4S)?
  9.8 eV

***

- Which of these has the highest total charge?
  C26H46Br2ClFN4O10PS